The following is a quantum chemistry calculation of 2 unconnected molecules or ions with the total composition HINO2S, from OMol25.

Its molecular weight is 205.984 g mol⁻¹. Its HOMO energy is -3.5 eV. As for the orbital gap: 6.62 eV. Its relative energy (zero: lowest compared OMol25 entry of this formula, charge and spin) is 27.8 kcal/mol. As for the charge: -1. For the LUMO energy, the calculation gives 3.098 eV.

Geometry (Å):
1 N 1.59 -0.47 0.48
2 O 0.65 -1.11 -0.45
3 O -0.18 1.33 -0.19
4 S -0.13 0.05 0.45
5 I -4.04 0.04 -0.14
6 H 2.10 0.17 -0.15

Results of the Löwdin charge analysis, in e, for atoms 1 through 2:
1. N -0.2107
2. O -0.4171